(1)
Formula: C5H8O2
Source: OMol25
Level of theory: ωB97M-V/def2-TZVPD

Element x y z (Å)
O  -2.50483  0.32205  1.31496
C  -1.72666  0.62980  0.16899
C  -0.30797  0.24656  0.45555
C  0.29470  -0.79804  -0.10602
C  1.69253  -1.24562  0.19435
C  1.96856  1.63274  -1.25397
O  1.73378  1.45682  -2.35175
H  -3.39909  0.64807  1.15989
H  -1.78322  1.70642  -0.06047
H  -2.08268  0.08282  -0.71867
H  0.22303  0.85456  1.18897
H  1.65518  -2.17159  0.77719
H  -0.26335  -1.40338  -0.82327
H  2.25666  -1.46297  -0.72057
H  2.24336  -0.49825  0.77484

Atoms 1-3, force components in eV/Å:
-0.329 0.083 0.057
0.280 0.053 -0.373
0.078 -0.188 -0.068

## Properties
Highest occupied orbital energy (eV): -9.56
E_tot (eV): -9408.4419
Kohn-Sham gap (eV): 10.53
LUMO level (eV): 0.97

(2)
Formula: C2H8NO6P2PdSe4
Source: OMol25
Level of theory: ωB97M-V/def2-TZVPD

Element x y z (Å)
Pd  0.86043  0.36563  0.56228
N  2.03996  0.06230  -3.68073
C  0.81172  -0.65604  -3.16680
C  0.40347  -1.72309  -4.17597
P  -0.44251  0.75719  -3.12801
O  -1.67892  0.12945  -3.96279
O  0.30474  1.73005  -4.00015
O  -0.87410  1.06572  -1.74892
P  1.28241  -1.31072  -1.53441
O  1.86407  -2.75270  -1.99469
O  2.39211  -0.39732  -1.08495
O  0.13802  -1.53404  -0.58100
H  1.61253  0.96787  -4.02529
H  2.52522  -0.46525  -4.39944
H  2.66336  0.21799  -2.87058
H  0.13597  -1.27361  -5.13361
H  -0.47242  -2.25264  -3.81026
H  1.20475  -2.44951  -4.31886
H  -2.39989  0.00555  -3.33709
H  1.67587  -3.40484  -1.31155
Se  -0.97662  0.79952  1.96378
Se  -0.41910  0.41869  4.08181
Se  3.26087  1.50437  2.98376
Se  1.90171  2.29146  1.41008

Atoms 1-3, force components in eV/Å:
-0.016 0.057 0.051
0.678 -0.760 0.290
-0.059 -0.043 -0.502

## Properties
Total charge: -1
Highest occupied orbital energy (alpha / beta) (eV): -4.33 / -4.27
<S²>: 2.0117
2S+1: 3
E_tot (eV): -299430.2919
Kohn-Sham gap (alpha / beta) (eV): 6.87 / 6.01
LUMO level (alpha / beta) (eV): 2.54 / 1.74

(3)
Formula: C19H45IrN6OSi4Te
Source: OMol25
Level of theory: ωB97M-V/def2-TZVPD

Element x y z (Å)
Ir  -1.55455  -0.43620  0.92797
C  -3.77582  -4.68113  -1.69386
N  -3.05321  -4.13167  -0.53882
C  -2.49978  -5.05409  0.45587
C  -2.80765  -2.82781  -0.41625
N  -2.12550  -2.32400  0.58829
N  -3.31596  -2.01554  -1.41149
C  -3.28673  -0.64481  -1.53964
N  -3.96033  -0.16916  -2.59554
N  -2.63624  0.12207  -0.71563
H  -3.88462  -5.75047  -1.55247
H  -3.22269  -4.52770  -2.62300
H  -4.78277  -4.26553  -1.76517
H  -2.87669  -6.05069  0.25575
H  -2.82338  -4.77912  1.46149
H  -1.40906  -5.08472  0.40365
H  -1.73536  -3.02527  1.20126
H  -3.77687  -2.50448  -2.16264
H  -4.59549  -0.73702  -3.13206
H  -3.96973  0.81831  -2.79288
H  -2.72622  1.10123  -0.95379
O  -3.32127  -0.25726  2.23662
C  -3.13772  -1.08735  3.40469
C  -1.67704  -1.22911  3.75650
C  -1.29870  -1.56810  5.04259
C  0.04158  -1.77843  5.32652
C  0.97060  -1.63427  4.30631
C  0.53088  -1.27635  3.05021
N  -0.76936  -1.07715  2.76640
H  -3.59827  0.63213  2.49297
H  -3.55823  -2.06178  3.15304
H  -3.70469  -0.68518  4.24197
H  -2.05154  -1.66638  5.81354
H  0.35464  -2.04529  6.32714
H  2.02642  -1.78824  4.47791
H  1.22766  -1.13699  2.23488
C  -0.88355  2.02381  1.19551
Si  0.90102  2.69395  0.98953
C  0.85643  4.49394  0.53744
C  1.78167  2.39539  2.60485
Si  1.75149  1.34252  -0.74831
Te  0.52224  -0.81682  -0.58842
Si  4.08649  0.69795  -0.90496
C  4.14165  -0.94374  -1.78399
C  4.94403  2.06519  -1.82900
C  4.69903  0.55822  0.85022
Si  1.11718  2.05156  -3.01007
C  1.81962  3.76628  -3.16688
C  -0.75422  2.06186  -3.12386
C  1.85307  0.84018  -4.21188
H  -1.48154  2.54954  1.94462
H  -0.66854  1.02761  1.69616
H  -1.42435  2.03383  0.25580
H  0.27155  5.05981  1.26616
H  0.43780  4.68152  -0.45082
H  1.87149  4.89750  0.55516
H  1.45513  3.13688  3.33886
H  2.86270  2.49362  2.50449
H  1.57566  1.40479  3.01590
H  3.68532  -0.91791  -2.77415
H  3.66893  -1.73695  -1.20131
H  5.19025  -1.22498  -1.91801
H  4.64649  2.12077  -2.87704
H  6.02065  1.87321  -1.80784
H  4.78350  3.04157  -1.36827
H  4.10298  -0.13352  1.44848
H  4.72793  1.52462  1.35473
H  5.72345  0.17534  0.82757
H  1.22185  4.51044  -2.64129
H  1.81648  4.03319  -4.22858
H  2.84979  3.83956  -2.81846
H  -1.19221  2.82951  -2.47990
H  -1.16127  1.08164  -2.87016
H  -1.04109  2.29298  -4.15374
H  2.94353  0.86360  -4.20128
H  1.53435  1.12594  -5.21896
H  1.52668  -0.18686  -4.04062

Atoms 1-3, force components in eV/Å:
0.201 -0.068 0.129
-0.031 -0.005 0.008
0.059 0.022 -0.012

## Properties
Total charge: +3
Highest occupied orbital energy (alpha / beta) (eV): -15.81 / -16.20
<S²>: 0.7582
2S+1: 2
E_tot (eV): -73044.6798
Kohn-Sham gap (alpha / beta) (eV): 7.44 / 5.74
LUMO level (alpha / beta) (eV): -8.36 / -10.46

(4)
Formula: C40H45BrF6N6O6PbSiTe
Source: OMol25
Level of theory: ωB97M-V/def2-TZVPD

Element x y z (Å)
Pb  2.11774  -0.35555  0.11410
F  -3.18865  3.45469  1.88592
C  -3.34525  2.53893  0.90806
C  -2.23674  1.93800  0.38501
C  -2.36600  1.03246  -0.66971
C  -1.16028  0.36871  -1.19377
O  -0.04423  0.72458  -0.79533
C  -1.41267  -0.65403  -2.16838
C  -2.68654  -0.81424  -2.64912
N  -3.76024  -0.12283  -2.24525
C  -5.04403  -0.38883  -2.86139
C  -5.73153  0.72924  -3.58798
C  -5.11979  -0.40215  -4.35669
C  -3.63967  0.77148  -1.18617
C  -4.76643  1.36652  -0.60932
C  -4.64039  2.25289  0.44607
N  -5.80211  2.82145  1.01522
C  -5.80094  3.25320  2.39948
C  -7.21996  3.21878  2.93875
N  -8.09439  4.09452  2.08076
C  -8.04885  3.66796  0.63866
C  -6.60456  3.68794  0.17359
C  -0.42696  -1.62562  -2.72595
O  -0.73148  -2.42239  -3.57814
O  0.78142  -1.59802  -2.15972
H  -1.25382  2.18035  0.76477
H  -2.86116  -1.54814  -3.42467
H  -5.64699  -1.10567  -2.31723
H  -5.21833  1.68036  -3.62565
H  -6.80829  0.78959  -3.51843
H  -4.21473  -0.19211  -4.90894
H  -5.76777  -1.13624  -4.81136
H  -5.75208  1.10921  -0.96713
H  -5.38242  4.26136  2.52854
H  -5.20176  2.57447  3.00351
H  -7.27297  3.59589  3.95861
H  -7.64153  2.21577  2.89226
H  -7.76631  5.06259  2.15318
H  -9.05615  4.08582  2.42606
H  -8.67923  4.34546  0.06566
H  -8.45874  2.65945  0.60380
H  -6.22839  4.72454  0.19154
H  -6.56874  3.35337  -0.86123
C  2.80107  -6.13255  2.29552
C  2.12863  -4.80793  2.48924
C  1.65959  -4.37682  3.72487
C  1.07915  -3.12473  3.85833
C  1.00335  -2.35398  2.71741
Br  0.24301  -0.59515  2.83034
N  1.43358  -2.71967  1.52958
C  1.98241  -3.93017  1.42183
H  2.74257  -6.73976  3.19617
H  3.85273  -5.98648  2.04712
H  2.34393  -6.68849  1.47751
H  1.75341  -5.01772  4.59201
H  0.70905  -2.76284  4.80540
H  2.35233  -4.19817  0.43949
O  2.49506  0.98880  7.83664
C  2.26614  2.00608  6.98647
O  1.71000  2.99577  7.36656
C  2.69323  1.83046  5.55539
C  3.47638  0.77830  5.08917
C  3.76153  0.65002  3.73955
C  3.27692  1.60259  2.85416
C  2.53294  2.68396  3.31006
C  2.24184  2.79110  4.65666
N  3.44749  1.42877  1.45400
C  4.17360  2.23278  0.79672
C  4.21062  2.20973  -0.67696
C  5.05314  3.06077  -1.36982
C  4.98779  3.07824  -2.75827
C  4.07474  2.25954  -3.39440
C  3.27067  1.43013  -2.62078
N  3.34184  1.39887  -1.29799
H  2.95213  0.25916  7.40404
H  3.90285  0.04304  5.76150
H  4.36258  -0.16940  3.37742
H  2.16742  3.42032  2.60614
H  1.66130  3.61857  5.03874
H  4.77297  2.99560  1.29690
H  5.74681  3.69392  -0.83428
H  5.63705  3.72838  -3.32738
H  3.98075  2.25013  -4.47034
H  2.55335  0.76159  -3.08124
F  5.87849  -0.40413  1.08310
Te  5.36764  -2.15771  0.65433
F  4.98962  -3.97322  0.45093
F  4.29155  -2.14123  2.20650
F  6.73041  -2.69231  1.77853
F  6.60520  -2.20946  -0.72119
O  4.00177  -1.63067  -0.39812
C  4.10576  -3.43149  -4.04415
Si  2.37229  -2.78694  -4.31982
C  1.40261  -3.94334  -5.41420
C  2.43227  -1.06448  -5.05576
C  1.66634  -2.70763  -2.53651
H  4.61368  -3.59510  -4.99522
H  4.11031  -4.38203  -3.50812
H  4.69833  -2.72174  -3.46341
H  1.87150  -3.99332  -6.39835
H  0.37550  -3.60706  -5.53765
H  1.38173  -4.95700  -5.01234
H  2.70319  -1.14659  -6.10984
H  3.19299  -0.44898  -4.57289
H  1.47227  -0.54840  -5.00877
H  2.50553  -2.60228  -1.84871
H  1.14704  -3.64135  -2.30390

Atoms 1-3, force components in eV/Å:
0.098 -0.199 -0.017
-0.002 -0.010 0.001
-0.021 0.014 -0.051

## Properties
Total charge: +2
Highest occupied orbital energy (eV): -12.88
E_tot (eV): -170192.4882
Kohn-Sham gap (eV): 8.16
LUMO level (eV): -4.72

> The highest E_tot belongs to which entry?

C5H8O2